# C29H27BrN2O3PdS

A molecular structure, C29H27BrN2O3PdS (ωB97M-V with the def2-TZVPD basis set, OMol25).

Last column: Mulliken charge in e.
Atoms and positions in Å:
Pd1 0.460081 -0.412676 0.476128  0.0259
Br1 -1.189630 -1.358365 2.097237  -0.0838
S1 2.525151 -0.259673 -2.057800  0.5309
O1 1.803058 -1.226669 -1.138941  -0.6466
O2 -2.741268 2.862121 -3.261308  -0.5554
O3 0.407411 1.183618 -1.229395  -0.0586
N1 -1.763266 1.846120 -0.639103  -0.1031
N2 -1.752915 0.970918 0.309478  0.0540
C1 -4.565557 2.041095 3.553256  -0.3305
C2 1.835805 -1.060587 1.648949  -0.0561
C3 4.038921 -1.132104 -2.471285  0.3428
C4 -5.605148 2.788681 4.085401  -0.5962
C5 3.327457 -0.480859 3.437987  -0.5610
C6 3.961166 -1.709947 3.307958  -0.4326
C7 -4.409001 0.693774 3.887226  0.8205
C8 -2.347126 1.594874 -3.634984  0.8101
C9 -2.540225 -0.361533 -5.007814  -0.4130
C10 -1.340408 0.998586 -2.882476  0.3384
C11 6.374710 -2.436709 -3.150489  -0.4408
C12 -6.509706 2.214505 4.966476  -0.4387
C13 4.801730 -0.660225 -3.529832  -0.4272
C14 2.449998 -2.294553 1.521415  0.0661
C15 3.514878 -2.617183 2.354198  -0.4552
C16 4.417819 -2.258127 -1.760595  -0.2288
C17 -5.311492 0.139787 4.801214  -0.5598
C18 -0.694727 1.748552 -1.709461  -0.5710
C19 -3.334252 -0.174357 3.389694  -0.9094
C20 -2.586328 -0.041275 2.291186  0.3987
C21 2.254062 -0.158241 2.614359  -0.3244
C22 3.297230 0.960253 -0.991378  -0.9334
C23 -1.557467 -0.981669 -4.252951  -1.2475
C24 -6.352041 0.883761 5.328915  -0.5333
C25 5.979267 -1.312390 -3.863607  -0.6456
C26 5.593845 -2.910046 -2.104599  -0.6215
C27 -2.939970 0.931690 -4.697978  -0.8694
C28 -2.679814 0.901128 1.202790  -0.4863
C29 -0.964103 -0.296089 -3.198469  -0.0118
H1 7.289910 -2.949334 -3.416700  0.3808
H2 -3.148426 -1.045941 4.006981  0.2890
H3 6.581800 -0.949874 -4.686065  0.3766
H4 4.793840 -1.963424 3.951047  0.3907
H5 4.473647 0.206387 -4.093168  0.4398
H6 -5.699843 3.833106 3.816681  0.3728
H7 2.108631 -2.992351 0.767801  0.4396
H8 -3.846413 2.533752 2.913672  0.5160
H9 5.900083 -3.790923 -1.555278  0.4086
H10 3.787932 -2.606540 -0.953153  0.2762
H11 -3.717017 1.421686 -5.276357  0.2654
H12 -0.194373 -0.758280 -2.595179  0.6395
H13 -3.005877 -0.880797 -5.835721  0.3721
H14 4.012541 1.526445 -1.587395  0.5102
H15 -7.039375 0.424751 6.027725  0.3675
H16 -3.403212 3.179573 -3.883971  0.3063
H17 -3.561392 1.537232 1.158750  0.5600
H18 -2.553327 2.469606 -0.763474  0.2016
H19 -0.569059 2.801126 -2.014867  0.1798
H20 3.796410 0.434649 -0.176878  0.2635
H21 -7.319184 2.802192 5.378770  0.3759
H22 -5.193286 -0.897607 5.091549  0.3301
H23 3.999138 -3.581134 2.254668  0.3818
H24 2.485517 1.597985 -0.645790  0.2617
H25 3.661758 0.227827 4.185308  0.3817
H26 -1.249999 -1.993474 -4.483623  0.4112
H27 1.751433 0.797174 2.723264  0.4553

Atomic forces in eV per Å
Pd 0.5 -0.1 -0.4
Br -0.2 0.1 0.2
S 0.1 0.1 -0.2
O 0.0 0.1 0.1
O 0.0 0.0 0.0
O -0.2 0.0 0.0
N 0.1 0.1 0.0
N -0.1 0.0 0.1
C 0.1 0.1 0.0
C -0.2 -0.1 0.1
C 0.0 0.0 0.0
C 0.0 0.0 0.0
C 0.0 -0.1 0.0
C 0.0 0.0 0.0
C -0.1 0.0 0.0
C 0.0 0.0 0.0
C 0.0 0.0 0.0
C 0.0 0.0 0.1
C 0.0 0.0 0.0
C 0.0 0.0 0.0
C 0.0 0.0 0.0
C 0.0 -0.1 0.0
C 0.0 0.0 0.0
C 0.0 0.0 0.0
C 0.0 0.0 -0.1
C -0.1 0.0 0.0
C 0.0 -0.1 0.1
C 0.0 -0.1 -0.1
C 0.0 0.0 0.0
C 0.0 0.0 0.0
C 0.0 0.0 0.0
C 0.0 0.0 0.0
C 0.0 0.0 0.0
C 0.0 0.0 0.0
C 0.0 0.0 0.0
C 0.0 0.1 -0.1
C 0.0 0.0 -0.1
H 0.0 0.0 0.0
H 0.1 0.1 0.0
H 0.0 0.0 0.0
H 0.0 0.0 0.0
H 0.0 0.0 0.0
H 0.0 0.0 0.0
H 0.0 0.0 0.0
H 0.0 0.0 0.0
H 0.0 0.0 0.0
H 0.0 0.0 0.0
H 0.0 0.0 0.0
H 0.0 0.0 0.0
H 0.0 0.0 0.0
H 0.0 0.0 0.0
H 0.0 0.0 0.0
H 0.0 0.0 0.0
H 0.0 0.0 0.0
H 0.0 -0.1 0.0
H 0.0 0.0 0.0
H 0.0 0.0 0.0
H 0.0 0.0 0.0
H 0.0 0.0 0.0
H 0.0 0.0 0.0
H 0.0 0.0 0.0
H 0.0 0.0 0.0
H 0.0 0.0 0.0
H 0.0 0.0 0.0

Results
E_HOMO: -7.3802 eV
ΔE to the lowest compared entry with this formula, charge and spin: 24.6 kcal/mol
LUMO: 0.03 eV
Kohn-Sham gap: 7.4 eV

***

# C3H12NO2

3 unconnected molecules or ions with the total composition C3H12NO2 (ωB97M-V with the def2-TZVPD basis set, OMol25).

Last column: Mulliken charge in e.
Atoms and positions in Å:
O1 -3.690719 1.416066 0.208368  -0.6216
O2 -1.753149 -0.641736 -0.394918  -0.7044
N1 0.765551 -0.630725 0.585133  0.0853
C1 1.930658 -0.599094 -0.261256  -0.3167
C2 2.136284 0.713463 -1.048336  -1.1035
C3 0.592522 -0.944870 1.822655  -0.1506
H1 2.403522 1.586609 -0.457153  0.3278
H2 2.806996 -0.824495 0.332785  0.4014
H3 1.745221 -1.465983 -1.087815  0.2553
H4 -0.054168 -0.619711 -0.010936  0.3146
H5 2.892516 0.701348 -1.879131  0.3444
H6 -4.123301 2.270571 -0.066312  0.3336
H7 -2.073562 -1.223040 -1.066604  0.3067
H8 -1.877607 0.241470 -0.719969  0.3288
H9 1.329184 -1.620549 2.219708  0.2830
H10 1.251986 0.896093 -1.673305  0.3063
H11 -0.339888 -0.742266 2.331722  0.3002
H12 -3.942038 1.486851 1.165370  0.3094

Atomic forces in eV per Å
O -1.2 2.0 1.2
O 1.1 -0.3 0.8
N -0.4 0.0 0.6
C 1.3 -2.2 -2.4
C -0.3 0.1 -1.2
C 0.5 -0.6 -1.8
H -0.3 -0.1 0.3
H 0.2 -0.3 0.0
H 0.6 1.8 2.0
H -1.7 1.3 0.1
H -0.2 -0.8 1.2
H 0.7 -1.2 -0.3
H -0.5 -0.6 -0.7
H -0.7 0.9 -0.1
H 0.8 0.7 1.0
H -0.2 0.3 0.6
H -0.3 -0.3 -0.3
H 0.5 -0.7 -1.0

Results
E_HOMO: -14.7273 eV
ΔE to the lowest compared entry with this formula, charge and spin: 44.6 kcal/mol
Total charge: +1
LUMO: -5.01 eV
Kohn-Sham gap: 9.7 eV

***

> Among the records above, which one has the lowest Kohn-Sham gap?

C29H27BrN2O3PdS

***

> E_HOMO of number 2 (C3H12NO2)?

-14.7273 eV

***

> The lowest Kohn-Sham gap belongs to which entry?

C29H27BrN2O3PdS